Density functional theory data (ωB97M-V/def2-TZVPD) for a cluster of 2 separate species, C8H18OSi in total at a distorted geometry.

## Properties
**E**: -18509.798 eV
**ΔE to the lowest compared entry with this formula, charge and spin**: 77.9 kcal per mole
**Structure (SMILES)**: C/C=[Si](/OC)C(C)C.C=C
**LUMO level**: 0.028 Eh
**HOMO**: -7.26 eV
**Frontier orbital gap**: 8.02 eV

Each line ends with the Mulliken charge.
Positions of all 28 atoms, in Å:
C  -0.67967  -0.13554  2.59891  -1.058
C  -0.15499  0.77054  1.51835  -0.112
C  -3.27449  0.35078  -1.29962  -0.253
C  0.62840  -1.98857  -1.14033  -1.030
C  1.83259  -2.27475  1.06375  -1.458
C  1.62535  2.79755  -0.78560  -0.651
C  -3.08711  1.48557  -1.99845  -0.464
C  1.61105  -1.38403  -0.16178  0.610
O  1.87788  1.36382  -0.74857  -0.372
Si  1.15912  0.36379  0.33321  0.235
H  -1.76478  -0.03535  2.53271  0.313
H  -0.42755  0.14980  3.67555  0.214
H  -0.51805  1.84422  1.68973  0.208
H  -4.07399  0.13725  -0.60117  0.245
H  -2.47084  -0.40402  -1.34596  -0.009
H  -0.67591  -1.24158  2.44689  0.295
H  0.82480  -3.05953  -1.15420  0.390
H  -0.39784  -1.53277  -1.00356  -0.003
H  0.79025  -1.66901  -2.17969  0.360
H  2.61500  -2.14697  1.73651  0.426
H  2.18383  -3.28084  0.74677  0.400
H  0.89685  -2.29314  1.62114  0.257
H  1.35285  3.11717  -1.82747  0.248
H  2.44483  3.44944  -0.46528  0.278
H  0.85553  3.05904  -0.11915  0.279
H  -3.77249  2.23400  -2.02579  0.327
H  -2.04395  1.63627  -2.37710  0.153
H  2.64336  -1.31315  -0.72981  0.173

Density functional theory data (ωB97M-V/def2-TZVPD) for a structure of composition C31H50ErO3P2S at a distorted geometry.

## Properties
**⟨S²⟩**: 3.7533
**Spin multiplicity**: 4
**E**: -96128.412 eV
**Charge**: +1
**ΔE to the lowest compared entry with this formula, charge and spin**: 53.8 kcal per mole
**LUMO level (spin up / spin down)**: -0.133 / -0.130 Eh
**HOMO (spin up / spin down)**: -10.58 / -10.58 eV
**Frontier orbital gap (spin up / spin down)**: 6.97 / 7.05 eV

Each line ends with the Mulliken spin population.
Positions of all 88 atoms, in Å:
Er  -1.40005  0.76829  -0.31784  3.039
C  0.30772  0.69826  1.39275  -0.012
C  1.03471  0.91762  0.17492  -0.006
C  -0.31918  2.75812  0.52424  0.008
C  -0.54230  1.83032  1.59958  -0.007
C  0.67386  2.20748  -0.34447  -0.001
C  0.47079  -0.48853  2.27076  -0.003
H  1.50122  -0.83765  2.44369  0.000
H  -0.02272  -1.31969  1.77382  0.000
H  -0.02364  -0.36884  3.23591  0.000
C  -1.47634  2.04271  2.72942  0.001
H  -1.06683  1.58130  3.63924  0.000
H  -2.46666  1.60444  2.52779  -0.001
H  -1.61141  3.11640  2.89461  0.000
C  -1.17485  3.94730  0.28318  -0.004
H  -1.15940  4.58604  1.17279  0.000
H  -2.22435  3.66392  0.07627  0.001
H  -0.79107  4.54119  -0.55192  0.000
C  1.31835  2.89150  -1.49740  0.000
H  1.73616  3.86390  -1.20495  0.000
H  0.60902  3.09234  -2.31011  -0.001
H  2.15856  2.30845  -1.88854  0.000
C  2.17528  0.04753  -0.21654  -0.006
H  3.08979  0.24622  0.35564  0.000
H  2.43123  0.17253  -1.26875  0.000
H  1.93411  -1.00254  -0.01487  0.000
C  0.25668  -3.95622  -1.56032  0.000
C  1.41787  -4.15533  -0.95302  0.000
C  2.63024  -3.49215  -1.45172  0.000
C  2.90771  -3.72344  -2.97498  0.000
C  2.78041  -2.51724  -3.87157  0.000
C  1.94529  -1.48450  -3.66047  0.000
C  0.81293  -1.53418  -2.65817  0.002
C  0.06013  -2.89002  -2.61376  -0.001
H  3.48973  -3.82494  -0.87592  0.000
H  2.26476  -4.54561  -3.31506  0.000
H  2.59118  -2.41686  -1.30225  0.000
H  0.15386  -3.31096  -3.61049  0.000
H  -0.64187  -4.30178  -1.05340  0.000
H  1.51812  -4.78279  -0.06522  0.000
H  -0.98260  -2.56079  -2.50610  0.000
H  1.16687  -1.26441  -1.65126  0.000
H  2.12440  -0.52956  -4.14615  0.000
H  0.07356  -0.71872  -2.88736  0.001
H  3.95291  -4.06188  -3.05302  0.000
H  3.35798  -2.52712  -4.79849  0.000
P  -1.31646  -1.37737  -5.10845  0.000
P  -1.20616  1.84683  -4.68253  0.000
C  -1.40524  -0.29224  -6.64242  0.000
C  -1.93925  1.09677  -6.25417  0.000
H  -2.07716  -0.76861  -7.37616  0.000
H  -0.40346  -0.23706  -7.10328  0.000
H  -1.81910  1.80895  -7.08778  0.000
H  -3.01468  1.03024  -6.03024  0.000
C  -1.74191  3.57893  -5.06033  0.000
H  -1.21546  4.27480  -4.39996  0.000
H  -2.81413  3.66943  -4.85060  0.000
H  -1.56735  3.86970  -6.10684  0.000
C  0.51376  1.94043  -5.38653  0.000
H  0.51250  2.12166  -6.47175  0.000
H  1.05072  1.00431  -5.19536  0.000
H  1.07830  2.74126  -4.89319  0.000
C  -3.03050  -2.05629  -5.22205  0.000
H  -3.35192  -2.23738  -4.19174  0.000
H  -3.02826  -3.00334  -5.77524  0.000
H  -3.72115  -1.34733  -5.68980  0.000
C  -0.44288  -2.85793  -5.84218  0.000
H  -0.32936  -2.73536  -6.92719  0.000
H  -1.01545  -3.76820  -5.62942  0.000
H  0.56276  -2.98613  -5.40699  0.000
C  -2.58094  -3.48493  6.66165  0.000
C  -2.70736  -3.01104  5.25028  0.000
C  -2.95894  -3.92553  4.22223  0.000
C  -3.01910  -3.48108  2.89906  0.000
C  -2.73103  -2.13792  2.57921  0.000
C  -2.59839  -1.20818  3.62153  0.000
C  -2.49873  -1.65103  4.95418  0.000
S  -2.68544  -1.68116  0.81469  -0.004
O  -1.32470  -1.60541  0.15401  -0.003
O  -3.61109  -2.55030  0.14086  0.000
O  -3.06928  -0.21871  0.92406  -0.001
H  -3.54846  -3.57441  7.15969  0.000
H  -2.15352  -4.49764  6.66913  0.000
H  -1.97982  -2.79208  7.26188  0.000
H  -3.08266  -5.00149  4.47817  0.000
H  -3.29732  -4.16954  2.10009  0.000
H  -2.59699  -0.13698  3.41637  0.000
H  -2.23762  -0.96554  5.76527  0.000